No. 1
ORCA calculation (ωB97M-V/def2-TZVPD) on one molecule with the formula C4H2N2OS in a non-equilibrium geometry.

Geometry as ORCA input:
```
! RIJCOSX wB97M-V def2-TZVPD def2/J DEFGRID3
* xyz 0 1
C 1.7036 0.5345 0.2986
C 0.4594 -0.0391 -0.0098
C -1.3067 -1.3133 -0.0817
C -0.8936 0.8184 -0.0857
H 1.5853 1.5989 0.5609
H -1.9420 -2.1586 -0.2992
N 0.1057 -1.2608 -0.0830
N -1.9323 -0.1524 0.0823
O -1.0362 1.9766 -0.2310
S 3.2569 -0.0041 -0.1516
*
```

The relative energy (zero: lowest compared OMol25 entry of this formula, charge and spin) comes out at 95.4 kJ/mol. For the HOMO-LUMO gap, the calculation gives 0.253 Eh. For the total energy, the calculation gives -20040.4495 eV. The LUMO energy is -2.84 eV.

=====

No. 2
ORCA calculation (ωB97M-V/def2-TZVPD) on a 2-piece molecular cluster, C2H4ClFS overall in a non-equilibrium geometry.

Geometry as ORCA input:
```
! RIJCOSX wB97M-V def2-TZVPD def2/J DEFGRID3
* xyz 0 1
C 0.7877 -0.7540 0.0213
C -0.3202 -0.0126 -0.6444
F -1.6566 -0.2889 -0.3812
S -0.2868 1.9026 1.2185
Cl -0.1627 0.8832 -2.1433
H 1.5749 -0.1276 -0.0206
H 0.4208 -1.1523 0.9213
H 1.0294 -1.7078 -0.6319
H -1.3865 1.2574 1.6603
*
```

The relative energy (zero: lowest compared OMol25 entry of this formula, charge and spin) comes out at 265.2 kJ/mol. For the HOMO-LUMO gap (spin up / spin down), the calculation gives 0.295 / 0.268 Eh. For the total energy, the calculation gives -28211.2007 eV. The LUMO energy (spin up / spin down) is -0.83 / -1.40 eV.